[1]
DFT (the ωB97M-V functional and the def2-TZVPD basis) results for a 10-piece molecular cluster, C48H124N8O15 overall at a distorted geometry.

```
195
Properties=species:S:1:pos:R:3:lowdin_charge:R:1
C 7.5974 0.8135 1.9217 -0.09
O 6.5754 1.7239 1.5799 -0.19
C 5.9544 1.4804 0.3335 -0.21
C 5.1487 0.2054 0.2817 -0.43
C 4.4551 0.0759 -1.0702 -0.06
N 4.1178 0.2651 1.3081 0.08
H 8.4672 0.9187 1.2651 0.09
H 7.2859 -0.2366 1.9000 0.09
H 7.8221 1.0446 2.9613 0.07
H 5.2833 2.3159 0.0926 0.13
H 6.6955 1.6071 -0.4734 0.13
H 5.8011 -0.6667 0.3970 0.13
H 3.5760 -0.5593 -0.9996 0.06
H 5.2273 -0.3079 -1.7488 0.09
H 4.1376 1.0039 -1.5570 0.08
H 4.4225 0.7092 2.1724 0.05
H 3.8215 -0.6617 1.5960 0.08
C -0.1267 -0.8406 4.6021 -0.09
O -0.5296 -2.2104 4.5642 -0.18
C 0.6107 -3.0534 4.4996 -0.22
C 0.2626 -4.4798 4.1527 -0.44
C 1.5335 -5.3343 4.2624 -0.07
N -0.2944 -4.7274 2.8118 0.05
H -1.0247 -0.2670 4.8379 0.09
H 0.0705 -0.5510 3.5635 0.07
H 0.6933 -0.6522 5.2928 0.09
H 1.3772 -2.6675 3.8160 0.13
H 0.9881 -3.1239 5.5295 0.13
H -0.3943 -4.9023 4.9278 0.14
H 1.2710 -6.3868 4.1190 0.08
H 1.9940 -5.2823 5.2486 0.08
H 2.2229 -5.0931 3.4510 0.07
H -1.1348 -4.1613 2.7171 0.06
H -0.6198 -5.6878 2.7823 0.07
C -4.1294 -7.8315 -0.8027 -0.12
O -3.7886 -6.7252 -0.0181 -0.18
C -3.5585 -5.5672 -0.7965 -0.21
C -3.0773 -4.4423 0.0761 -0.44
C -4.0348 -3.9113 1.1152 -0.05
N -2.6701 -3.3481 -0.8414 0.06
H -3.3213 -8.1566 -1.4718 0.08
H -5.0374 -7.6546 -1.3865 0.09
H -4.2658 -8.6465 -0.0892 0.09
H -2.7638 -5.7747 -1.5292 0.12
H -4.4637 -5.2868 -1.3528 0.13
H -2.1457 -4.7424 0.5772 0.12
H -4.2398 -4.5761 1.9466 0.08
H -4.9441 -3.5757 0.6016 0.08
H -3.6292 -2.9641 1.4899 0.07
H -2.4081 -2.5493 -0.2689 0.05
H -1.7838 -3.6661 -1.2312 0.05
C -4.0043 0.9541 -3.2360 -0.12
O -5.1605 0.1652 -3.3334 -0.17
C -4.9568 -1.1860 -2.9803 -0.25
C -6.1515 -1.8587 -2.3396 -0.20
N -7.1339 -1.9810 -3.4274 -0.06
C -8.4372 -2.4569 -2.9956 -0.24
C -9.5206 -1.9951 -3.9310 -0.23
O -9.6928 -0.5940 -3.9864 -0.18
C -10.2279 -0.0337 -2.8191 -0.12
H -4.3110 1.9862 -3.0643 0.09
H -3.3795 0.8811 -4.1350 0.09
H -3.3424 0.6815 -2.4039 0.05
H -4.0566 -1.3859 -2.3840 0.10
H -4.7261 -1.7456 -3.8985 0.13
H -6.5512 -1.2426 -1.5122 0.11
H -5.9423 -2.8232 -1.8739 0.11
H -7.2016 -1.0643 -3.8576 0.11
H -8.6389 -2.1881 -1.9463 0.10
H -8.3980 -3.5528 -2.9971 0.12
H -10.4894 -2.4625 -3.6984 0.12
H -9.2691 -2.3536 -4.9315 0.13
H -11.3216 -0.1523 -2.7722 0.09
H -10.0600 1.0430 -2.8329 0.09
H -9.8033 -0.4473 -1.9020 0.08
C -0.2804 -8.1983 -3.9916 -0.12
O 0.4530 -7.0340 -3.7534 -0.20
C -0.1021 -5.8591 -4.3104 -0.24
C 0.6782 -4.7127 -3.7822 -0.22
N 0.5130 -4.5817 -2.3359 -0.05
C 1.3090 -3.4869 -1.8036 -0.21
C 2.8156 -3.7972 -1.6805 -0.21
O 3.3850 -3.1783 -0.5474 -0.21
C 2.9632 -3.7053 0.6915 -0.12
H -1.3077 -8.1070 -3.6240 0.08
H 0.2642 -9.0202 -3.5320 0.09
H -0.3024 -8.4333 -5.0666 0.09
H -1.1770 -5.8384 -4.0668 0.12
H -0.1239 -5.8806 -5.4128 0.13
H 0.4693 -3.7759 -4.3076 0.12
H 1.7407 -4.8447 -4.0605 0.12
H 0.8237 -5.4542 -1.9240 0.11
H 0.9556 -3.2811 -0.7881 0.10
H 1.1707 -2.5374 -2.3259 0.11
H 3.4139 -3.4571 -2.5254 0.12
H 2.9361 -4.8900 -1.6218 0.13
H 2.6230 -2.8797 1.3302 0.07
H 3.8354 -4.1141 1.2136 0.09
H 2.1549 -4.4355 0.6514 0.08
C -4.8209 0.4052 0.4975 -0.08
O -3.7151 1.1379 0.9946 -0.20
C -3.6649 2.4880 0.5778 -0.23
C -2.9383 3.2601 1.6406 -0.23
N -3.6512 3.2384 2.9054 -0.04
C -2.8138 3.7691 3.9658 -0.22
C -3.2516 3.3173 5.3380 -0.24
O -3.1618 1.9117 5.3721 -0.19
C -3.5782 1.3825 6.6032 -0.12
H -4.9496 -0.4837 1.1074 0.09
H -4.6230 0.1804 -0.5558 0.06
H -5.7264 1.0218 0.5305 0.09
H -4.6710 2.9131 0.4556 0.12
H -3.1588 2.5378 -0.3945 0.11
H -2.8293 4.3186 1.3690 0.13
H -1.9001 2.8895 1.6781 0.10
H -3.8160 2.2528 3.0977 0.10
H -2.7151 4.8547 3.8734 0.12
H -1.7721 3.4081 3.8855 0.10
H -4.2838 3.6390 5.5558 0.13
H -2.6355 3.8198 6.0966 0.12
H -4.6679 1.4875 6.7038 0.09
H -3.0990 1.8664 7.4595 0.09
H -3.3647 0.3148 6.6108 0.08
C 5.2540 5.0078 -2.5404 -0.09
O 4.9584 5.6305 -3.7846 -0.19
C 4.7422 7.0205 -3.7346 -0.24
C 3.2704 7.4011 -3.7603 -0.20
N 2.7277 7.4772 -2.3865 -0.05
C 1.2520 7.5685 -2.3399 -0.20
C 0.5437 6.2403 -2.6410 -0.22
O 1.2353 5.1202 -2.1547 -0.20
C 1.2293 4.9585 -0.7677 -0.12
H 5.0881 3.9443 -2.6731 0.08
H 4.6154 5.4555 -1.7732 0.08
H 6.2896 5.1986 -2.2357 0.09
H 5.1628 7.4225 -4.6656 0.12
H 5.2804 7.5424 -2.9366 0.13
H 2.7478 6.6951 -4.4211 0.12
H 3.1356 8.3969 -4.1926 0.12
H 2.8789 6.5441 -2.0076 0.06
H 0.8240 8.4325 -2.8471 0.12
H 1.0826 7.8003 -1.2787 0.11
H 0.3383 6.1222 -3.7039 0.12
H -0.4266 6.2743 -2.1157 0.12
H 1.8510 5.6829 -0.2166 0.09
H 1.5443 3.9440 -0.5413 0.07
H 0.2263 5.1504 -0.3472 0.09
C 7.6864 2.2711 5.7562 -0.11
O 6.7906 1.2789 5.3084 -0.20
C 5.5699 1.2787 6.0292 -0.23
C 4.5524 2.2227 5.4619 -0.21
N 4.3405 1.9382 4.0455 -0.06
C 3.2472 2.6759 3.4309 -0.22
C 1.8750 2.0948 3.7258 -0.21
O 0.8163 3.0290 3.6229 -0.19
C 0.7946 3.6846 2.3737 -0.13
H 8.6387 2.1467 5.2419 0.09
H 7.9529 2.1085 6.8117 0.09
H 7.2702 3.2727 5.6317 0.09
H 5.7703 1.4111 7.1054 0.12
H 5.2061 0.2451 6.0698 0.13
H 4.8659 3.2709 5.6019 0.12
H 3.6135 2.1288 6.0133 0.12
H 5.2070 2.2005 3.5848 0.09
H 3.4524 2.7249 2.3618 0.11
H 3.2092 3.7377 3.7540 0.13
H 1.7795 1.6100 4.6953 0.11
H 1.6800 1.3341 2.9488 0.11
H 1.6055 4.4176 2.2343 0.09
H -0.0423 4.3892 2.4154 0.08
H 0.7496 2.9736 1.5512 0.07
C 1.7161 2.1739 -5.1907 -0.05
C 1.7658 0.7272 -5.6185 -0.48
C 2.3063 -0.2240 -4.5834 -0.05
O 0.4042 0.2913 -5.9052 -0.07
H 2.7430 2.5649 -5.2191 0.09
H 1.3648 2.3178 -4.1712 0.07
H 1.1808 2.7864 -5.9165 0.08
H 2.3045 0.6040 -6.5651 0.13
H 3.3707 -0.0662 -4.4083 0.08
H 2.0317 -1.2562 -4.7877 0.07
H 1.8422 0.0223 -3.6176 0.07
H 0.0091 0.9825 -6.4458 0.07
C -0.0699 -0.1204 0.5436 -0.04
C 0.6072 0.5501 -0.6373 -0.46
C -0.3275 1.4158 -1.4195 -0.04
O 1.6280 1.4390 -0.1292 -0.09
H -0.8949 -0.7534 0.2045 0.07
H -0.4156 0.6090 1.2746 0.08
H 0.6378 -0.7911 1.0445 0.07
H 1.1093 -0.1993 -1.2605 0.11
H 0.1403 1.8808 -2.2948 0.07
H -0.6603 2.2808 -0.8376 0.08
H -1.2026 0.8904 -1.8050 0.07
H 2.2727 0.8911 0.3426 0.03
```

energy relative to the best compared isomer or geometry (same formula, charge and spin): 0.00 kcal per mole
DFT total energy: -94411.5290 eV
SMILES: COC[C@H](C)N.COC[C@H](C)N.COC[C@H](C)N.COCCNCCOC.COCCNCCOC.COCCNCCOC.COCCNCCOC.COCCNCCOC.CC(C)O.CC(C)O
LUMO level: 0.631 eV

=====

[2]
DFT (the ωB97M-V functional and the def2-TZVPD basis) results for a 11-piece molecular cluster, C48H138N15O23P5S6 overall at a distorted geometry.

```
235
Properties=species:S:1:pos:R:3:lowdin_charge:R:1
C 29.2757 15.7996 15.5343 -0.09
N 28.2692 15.4400 16.4518 -0.32
C 28.6212 14.4574 17.4539 -0.10
P 27.0592 16.3859 17.0069 0.50
O 27.2134 17.1543 18.2626 -0.29
N 26.6809 17.4717 15.8308 -0.30
C 26.1838 18.7440 16.1815 -0.13
C 26.1256 17.0153 14.5503 -0.11
N 25.8336 15.2516 17.2747 -0.26
C 24.6401 16.0541 17.4247 -0.12
C 25.6073 14.1902 16.3851 -0.15
H 30.1545 16.1474 16.1058 0.10
H 28.8509 16.5767 14.9545 0.06
H 29.5180 14.9461 14.9577 0.08
H 27.7887 14.2590 18.0953 0.06
H 29.4746 14.8324 17.9498 0.08
H 28.8940 13.5214 16.9242 0.10
H 25.1237 18.6333 16.4164 0.07
H 26.7430 19.1682 17.0791 0.11
H 26.2266 19.3912 15.2939 0.09
H 26.5792 17.5031 13.6670 0.10
H 26.1589 15.9529 14.3535 0.07
H 25.0688 17.2016 14.5055 0.05
H 24.6790 16.9586 18.0431 0.08
H 24.3505 16.3740 16.3569 0.08
H 23.8627 15.4800 17.7670 0.04
H 24.9876 13.3182 16.7323 0.09
H 26.5059 13.6345 16.2054 0.07
H 25.1526 14.5212 15.4373 0.07
C 15.0044 15.3540 18.1628 -0.14
N 15.0016 16.1479 16.9788 -0.31
C 14.5660 15.4486 15.7910 -0.10
P 14.8047 17.7898 17.0086 0.44
O 14.9874 18.3255 15.6613 -0.26
N 13.3385 18.0610 17.5986 -0.28
C 12.7088 17.3224 18.6934 -0.10
C 12.3985 19.0009 16.9247 -0.08
N 15.7866 18.2601 18.2697 -0.28
C 15.7445 19.7371 18.3391 -0.10
C 17.1158 17.7452 18.1930 -0.13
H 15.3513 16.0143 18.9972 0.07
H 15.6736 14.5054 18.0215 0.07
H 13.9519 14.9605 18.3737 0.10
H 13.5835 14.9502 15.9402 0.09
H 15.2484 14.6031 15.6813 0.07
H 14.6650 16.0726 14.8669 0.09
H 13.4663 16.8206 19.2429 0.01
H 12.1840 17.9850 19.3932 0.09
H 11.9926 16.5963 18.4004 0.08
H 12.7004 19.0634 15.9023 0.06
H 11.3655 18.5849 16.8818 0.09
H 12.4399 19.9441 17.4959 0.08
H 16.2163 20.1641 19.2282 0.09
H 16.1222 20.2779 17.4723 0.09
H 14.7462 20.0815 18.3819 0.05
H 17.0874 16.7038 18.3452 0.03
H 17.7097 18.1980 19.0138 0.11
H 17.5714 17.9202 17.2196 0.07
C 13.5085 11.3884 19.0239 -0.10
N 13.0563 10.6142 20.1263 -0.31
C 11.6015 10.5498 20.2706 -0.08
P 14.0200 10.4042 21.3848 0.37
O 15.3985 10.8528 21.1417 -0.26
N 13.4368 11.1738 22.6704 -0.31
C 13.6105 12.6269 22.8530 -0.08
C 12.5156 10.6557 23.6379 -0.13
N 13.8460 8.8744 21.7898 -0.31
C 13.5613 7.7429 20.8928 -0.07
C 14.6959 8.4666 22.9110 -0.09
H 12.8757 11.0598 18.2081 0.08
H 14.5201 11.1299 18.7643 0.07
H 13.3677 12.4665 19.1927 0.08
H 11.1924 11.5088 20.4336 0.07
H 11.3044 9.8716 21.0783 0.08
H 11.1717 10.1013 19.3974 0.08
H 12.6393 12.9834 22.4658 0.08
H 13.7336 12.9400 23.9084 0.10
H 14.3838 12.9740 22.2053 0.05
H 11.6041 11.2691 23.7004 0.08
H 12.1879 9.6374 23.3039 0.09
H 13.0490 10.6660 24.5956 0.09
H 12.8316 8.0665 20.1602 0.06
H 14.5128 7.4606 20.3749 0.10
H 13.1176 6.8783 21.4141 0.09
H 15.7124 8.2926 22.5583 0.08
H 14.2149 7.5215 23.3420 0.11
H 14.7582 9.1546 23.6783 0.04
C 22.4698 13.3491 22.2326 -0.03
N 21.1199 13.8740 21.8138 -0.27
C 20.6258 14.9515 22.5667 -0.14
P 20.3925 13.3334 20.4234 0.64
O 20.8850 11.9467 19.9250 -0.32
N 18.8110 13.5012 20.9198 -0.27
C 17.7755 14.2936 20.3447 -0.12
C 18.4229 12.7542 22.1098 -0.09
N 20.6021 14.4400 19.1715 -0.28
C 20.8047 13.9302 17.8300 -0.09
C 20.7397 15.8291 19.3728 -0.12
H 22.9896 12.7223 21.5570 0.03
H 22.3187 12.8107 23.1908 0.09
H 23.1610 14.1741 22.4391 0.07
H 19.8050 15.5450 22.1085 0.07
H 21.3931 15.7215 22.6496 0.07
H 20.2813 14.5944 23.5081 0.07
H 17.0164 13.7743 19.7389 0.06
H 17.2260 14.7523 21.1487 0.05
H 18.1396 15.0802 19.6444 0.07
H 17.9944 13.3967 22.8722 0.08
H 17.6831 11.9865 21.8650 0.06
H 19.2630 12.2573 22.6621 0.09
H 21.8475 14.1343 17.4518 0.08
H 20.6482 12.9107 17.8635 0.02
H 20.1389 14.4348 17.0915 0.07
H 21.5764 16.1155 20.0453 0.07
H 19.7832 16.2797 19.7509 0.08
H 21.0156 16.3184 18.4734 0.06
C 21.6003 16.3933 14.7058 -0.13
N 21.1353 15.1540 14.1021 -0.28
C 22.1374 14.0543 14.0693 -0.07
P 19.8049 14.9588 13.1759 0.47
O 19.2849 13.6148 13.1600 -0.26
N 18.6829 16.0795 13.8303 -0.29
C 17.4595 16.3615 13.1138 -0.13
C 18.3567 15.9357 15.2516 -0.12
N 20.1060 15.5030 11.6415 -0.33
C 19.3851 15.0624 10.5047 -0.13
C 20.7310 16.8024 11.4704 -0.10
H 20.8686 17.1101 14.3216 0.07
H 22.6715 16.7132 14.5128 0.08
H 21.6344 16.3595 15.7996 0.06
H 22.9173 14.3333 13.3839 0.07
H 21.6955 13.1017 13.8565 0.07
H 22.6029 13.9859 15.0584 0.06
H 16.6655 15.5960 13.0989 0.09
H 17.0165 17.2879 13.5584 0.09
H 17.7013 16.6289 12.0771 0.06
H 17.8584 15.0024 15.4881 0.07
H 19.3129 16.0936 15.8414 0.07
H 17.7166 16.7989 15.5598 0.06
H 19.9548 15.2413 9.6075 0.08
H 19.2677 13.9698 10.6581 0.09
H 18.3935 15.5593 10.5010 0.08
H 21.5732 16.8168 12.1550 0.05
H 20.0722 17.5736 11.8872 0.08
H 21.0117 17.0039 10.4137 0.10
C 22.8494 9.1358 17.2697 -0.04
C 23.1546 10.5084 17.9597 -0.20
O 24.5454 10.4722 18.3853 -0.27
S 25.1014 11.5430 19.3951 0.55
C 26.7948 11.2132 19.0733 -0.12
O 24.6223 12.8442 19.0597 -0.27
O 24.8915 11.1224 20.7563 -0.28
H 23.4381 8.9446 16.4211 0.04
H 21.7746 8.9971 17.0242 0.07
H 23.1852 8.3021 17.9622 0.10
H 22.9844 11.3724 17.3099 0.11
H 22.5305 10.6346 18.8347 0.08
H 27.4585 11.8286 19.7307 0.09
H 27.0424 11.3627 18.0029 0.08
H 26.8626 10.1709 19.2281 0.05
C 18.6212 13.0472 26.8381 -0.06
C 19.9629 12.2733 26.6378 -0.19
O 20.9183 13.2336 26.0103 -0.30
S 22.1730 13.8071 26.8617 0.54
C 22.2312 15.3626 26.1622 -0.13
O 21.8219 13.7178 28.2515 -0.28
O 23.3569 13.1462 26.4822 -0.27
H 18.6947 13.7748 27.7086 0.09
H 17.7793 12.4085 27.0896 0.07
H 18.3713 13.6891 26.0199 0.05
H 20.4329 11.8685 27.5322 0.11
H 19.8233 11.5073 25.8427 0.11
H 21.4336 15.9444 26.5994 0.07
H 22.2627 15.2951 25.0677 0.07
H 23.1727 15.8064 26.5194 0.09
C 24.5320 9.6323 26.0848 -0.08
C 23.1312 9.6850 25.6748 -0.31
O 22.8963 10.2163 24.3822 -0.23
S 21.8564 9.4069 23.4767 0.56
C 22.4964 9.6108 21.8841 -0.12
O 21.7682 8.0012 23.7745 -0.28
O 20.6591 10.1676 23.5118 -0.29
H 25.1409 9.0031 25.4059 0.09
H 24.6687 9.3618 27.1562 0.10
H 24.9858 10.6195 26.0097 0.07
H 22.8619 8.6070 25.5906 0.11
H 22.4626 10.1704 26.3932 0.12
H 23.4018 9.0318 21.8247 0.08
H 22.7214 10.6629 21.7756 0.03
H 21.7275 9.2504 21.2051 0.08
C 14.1540 16.0405 22.0885 -0.07
C 14.9241 17.2887 21.7319 -0.22
O 15.6654 17.8455 22.8917 -0.28
S 17.0203 17.1075 23.4086 0.54
C 17.6638 18.4174 24.3107 -0.14
O 16.5684 16.0517 24.2428 -0.26
O 17.8126 16.8087 22.2781 -0.27
H 13.4778 15.7366 21.2563 0.08
H 13.5032 16.1912 22.9102 0.07
H 14.8328 15.2011 22.3650 0.07
H 15.6915 17.2121 20.9388 0.10
H 14.3220 18.1354 21.4422 0.11
H 18.5715 18.0237 24.7284 0.07
H 17.0383 18.8635 25.1202 0.10
H 17.9534 19.2672 23.6609 0.09
C 27.6028 15.1158 21.7828 -0.06
C 26.1587 14.8042 21.6362 -0.28
O 25.4246 15.8210 22.3302 -0.26
S 24.4197 16.8499 21.5632 0.57
C 25.4334 18.1873 21.2238 -0.12
O 23.9951 16.2043 20.3757 -0.27
O 23.4537 17.3157 22.5232 -0.28
H 28.1962 14.3238 21.2975 0.08
H 27.9324 15.1026 22.8506 0.10
H 27.7786 16.0228 21.2568 0.06
H 25.8044 14.8097 20.5930 0.10
H 25.8282 13.8675 22.0718 0.12
H 26.2481 17.9376 20.5121 0.08
H 25.7205 18.5697 22.1942 0.08
H 24.8191 18.9271 20.8134 0.06
C 17.6884 11.8477 17.3347 -0.04
C 18.6966 10.6752 17.6580 -0.24
O 17.9945 9.5488 18.1868 -0.27
S 18.5995 8.5141 19.2829 0.64
C 18.4336 9.4359 20.8645 -0.10
O 17.6760 7.4452 19.3869 -0.28
O 20.0257 8.2852 18.9341 -0.33
H 17.1986 12.1947 18.2479 0.05
H 16.9280 11.4835 16.6502 0.07
H 18.2411 12.6906 16.8994 0.06
H 19.1903 10.3499 16.7129 0.13
H 19.4719 11.0106 18.3644 0.08
H 17.3520 9.6218 20.8177 0.03
H 19.0203 10.3492 20.9341 0.03
H 18.7339 8.8870 21.7831 0.08
```

energy relative to the best compared isomer or geometry (same formula, charge and spin): 22.20 kcal per mole
DFT total energy: -232916.0196 eV
SMILES: CN(C)P(=O)(N(C)C)N(C)C.CN(C)P(=O)(N(C)C)N(C)C.CN(C)P(=O)(N(C)C)N(C)C.CN(C)P(=O)(N(C)C)N(C)C.CN(C)P(=O)(N(C)C)N(C)C.CCOS(C)(=O)=O.CCOS(C)(=O)=O.CCOS(C)(=O)=O.CCOS(C)(=O)=O.CCOS(C)(=O)=O.CCOS(C)(=O)=O
LUMO level: 0.154 eV